[1]
55
Properties=species:S:1:pos:R:3:forces:R:3 method="wB97M-V/def2-TZVPD" max_force_ha_per_bohr=0.024 homo_ev=-5.3 gap_ev=7.8633 charge=-1
C -2.4794 -1.4120 0.3932 0.3 0.4 0.4
C -2.0163 -0.4910 -0.7233 -0.2 -0.6 -0.2
Cl -2.3408 1.2349 -0.2911 0.0 0.2 0.0
C -0.5781 -0.6527 -1.1772 -0.1 0.7 0.1
C 0.5165 -0.3624 -0.1292 1.1 -0.3 -0.5
C 1.2850 0.9753 -0.4481 -0.3 0.1 0.0
N 1.2101 2.0063 0.5633 0.3 0.4 -0.3
C 1.5748 -1.5255 -0.1572 0.0 -0.1 0.2
O 2.0193 -1.6234 1.1678 0.2 0.2 0.1
B 0.7198 -1.4842 1.8538 -0.4 -0.9 -0.5
C 0.7918 -1.4663 3.4825 -0.2 0.6 0.0
F 2.0446 -1.1458 3.9865 0.0 -0.1 0.0
F -0.0795 -0.5357 4.0274 0.1 0.0 0.0
C 0.4247 -2.8006 4.1277 -0.2 0.0 0.0
F 0.6075 -2.7532 5.4862 0.0 -0.1 -0.1
F -0.8997 -3.0881 3.9270 0.3 0.1 0.1
O 0.0840 -0.3211 1.1960 -0.2 -0.1 0.3
H -2.1914 -0.9898 1.3535 0.0 -0.1 0.0
H -3.5586 -1.5421 0.3823 -0.1 -0.1 -0.1
H -1.9530 -2.3618 0.3246 -0.1 -0.1 -0.1
H -2.6494 -0.6642 -1.5937 0.0 0.1 -0.1
H -0.4442 0.0503 -2.0025 0.0 -0.1 -0.1
H -0.4540 -1.6479 -1.6067 -0.2 -0.2 0.1
H 2.3382 0.7509 -0.6102 0.1 0.0 0.0
H 0.9093 1.3979 -1.3830 0.0 0.0 -0.1
H 1.7013 1.6998 1.3878 -0.1 -0.1 0.2
H 0.2486 2.1666 0.8210 -0.2 -0.1 0.2
H 1.1370 -2.4970 -0.4270 -0.3 0.1 -0.2
H 2.3834 -1.3339 -0.8676 0.2 0.1 0.1
H 0.0533 -2.5071 1.5493 0.0 0.0 0.2
H 1.0183 -3.6176 3.7180 0.1 0.0 0.0
C -5.1903 3.0357 -1.9505 0.0 0.0 0.0
C -4.8392 3.7132 -3.1099 0.0 0.0 0.0
C -5.8241 4.1871 -3.9660 0.0 0.0 0.0
C -7.1636 3.9879 -3.6610 0.0 0.0 0.0
C -7.5163 3.3118 -2.5013 0.0 0.0 0.0
C -6.5302 2.8347 -1.6483 0.0 0.0 0.0
H -4.4204 2.6633 -1.2871 0.0 0.0 0.0
H -3.7944 3.8696 -3.3453 0.0 0.0 0.0
H -5.5478 4.7114 -4.8721 0.0 0.0 0.0
H -7.9322 4.3591 -4.3273 0.0 0.0 0.0
H -8.5610 3.1564 -2.2623 0.0 0.0 0.0
H -6.8044 2.3036 -0.7459 0.0 0.0 0.0
C 6.3649 -2.2037 -0.5611 0.0 0.0 0.0
C 5.4011 -2.5181 0.3876 0.0 0.0 0.0
C 5.0987 -1.6190 1.4004 0.0 0.0 0.1
C 5.7576 -0.3990 1.4557 0.0 0.0 0.0
C 6.7202 -0.0813 0.5063 0.0 0.0 0.0
C 7.0272 -0.9849 -0.5014 0.0 0.0 0.0
H 6.5973 -2.9074 -1.3512 0.0 0.0 0.0
H 4.8760 -3.4631 0.3360 0.0 0.0 0.0
H 4.3381 -1.8602 2.1287 -0.1 0.0 -0.1
H 5.5132 0.3080 2.2379 0.0 0.0 0.0
H 7.2286 0.8741 0.5493 0.0 0.0 0.0
H 7.7779 -0.7379 -1.2421 0.0 0.0 0.0


[2]
61
Properties=species:S:1:pos:R:3:forces:R:3 method="wB97M-V/def2-TZVPD" max_force_ha_per_bohr=0.018 de_lowest_kj_mol=60.1 homo_ev=-14.6 gap_ev=8.6081 charge=+2
Fe 0.1764 -0.0106 0.5844 0.0 -0.3 0.5
C -3.6756 1.9759 0.4953 0.0 -0.2 0.0
C -3.3165 3.2793 0.7793 0.1 0.2 0.0
C -1.9736 3.5819 0.9473 -0.2 0.1 0.0
C -1.0359 2.5718 0.8490 -0.2 0.3 -0.1
N -1.3855 1.2928 0.6219 -0.4 -0.3 -0.1
C -2.6789 1.0190 0.4233 0.0 -0.1 0.0
C 0.4107 2.8094 0.9303 0.4 0.1 0.0
C 1.0510 4.0107 1.1899 0.0 0.0 0.0
C 2.4360 4.0131 1.2387 0.1 0.1 0.0
C 3.1568 2.8449 1.0396 0.1 0.0 0.0
C 2.4555 1.6793 0.7798 -0.1 0.0 0.0
N 1.1240 1.7050 0.7200 -0.2 -0.4 -0.7
C 3.0152 0.3336 0.5166 0.1 0.3 -0.1
C 4.3683 0.0836 0.4364 0.2 -0.1 -0.1
C 4.8016 -1.1831 0.0620 0.1 0.2 0.1
C 3.8613 -2.1449 -0.2423 -0.2 -0.1 0.0
C 2.5185 -1.8218 -0.1174 0.1 -0.1 0.1
N 2.0960 -0.6237 0.2809 -0.2 -0.1 0.2
H -4.7068 1.6948 0.3353 0.0 0.0 0.0
H -4.0654 4.0565 0.8519 0.0 0.0 0.0
H -1.6663 4.6003 1.1368 0.0 0.0 0.0
H -2.9121 -0.0158 0.2043 0.0 0.0 0.0
H 0.4999 4.9247 1.3557 0.0 0.0 0.0
H 2.9614 4.9373 1.4402 0.0 0.0 0.0
H 4.2359 2.8564 1.0880 0.0 0.0 0.0
H 5.0849 0.8665 0.6412 0.0 0.0 0.0
H 5.8588 -1.4005 -0.0079 0.0 0.0 0.0
H 4.1484 -3.1364 -0.5613 0.0 0.0 0.0
H 1.7527 -2.5553 -0.3309 0.0 0.0 0.0
C 1.1435 -0.6035 4.3082 0.1 -0.1 -0.2
Se 0.0098 0.3430 3.0477 0.0 0.3 0.4
C -1.6589 -0.6214 3.3023 0.0 -0.2 0.1
C -1.4860 -2.1009 3.0287 0.1 0.1 0.2
Se -0.5379 -2.3770 1.3621 0.1 0.1 -0.9
C -1.9006 -3.1595 0.2190 -0.1 0.0 0.1
H 0.7217 -0.4833 5.3020 0.0 0.0 0.0
H 2.1201 -0.1277 4.2692 0.0 0.0 0.0
H 1.2434 -1.6531 4.0478 0.0 0.0 0.0
H -2.3223 -0.1474 2.5871 -0.2 -0.1 0.0
H -2.0534 -0.4440 4.3022 0.1 0.1 0.1
H -2.4294 -2.6439 3.0321 0.0 0.0 -0.1
H -0.8367 -2.5671 3.7654 -0.1 0.0 0.2
H -2.2532 -4.0861 0.6624 0.0 0.0 0.0
H -1.4170 -3.3740 -0.7309 0.0 0.0 0.0
H -2.7263 -2.4698 0.0694 0.0 0.0 0.0
C -0.9158 -2.5360 -4.0026 0.0 0.0 0.0
C -0.9049 -1.0091 -3.8394 0.0 0.0 0.2
C 0.1640 -0.3730 -4.7393 0.0 0.0 0.0
C -2.2900 -0.4182 -4.1365 0.0 0.0 0.0
C -0.5632 -0.6975 -2.4288 -0.1 -0.1 -0.3
N -0.3018 -0.4604 -1.3386 0.4 0.4 0.3
H -1.1508 -2.7708 -5.0403 0.0 0.0 0.0
H -1.6754 -2.9990 -3.3714 0.0 0.0 0.0
H 0.0579 -2.9673 -3.7685 0.0 0.0 0.0
H -0.0854 -0.5927 -5.7769 0.0 0.0 0.0
H 1.1530 -0.7815 -4.5303 0.0 0.0 0.0
H 0.1936 0.7097 -4.6154 0.0 0.0 0.0
H -2.5496 -0.6486 -5.1692 0.0 0.0 0.0
H -2.2916 0.6656 -4.0168 0.0 0.0 0.0
H -3.0539 -0.8504 -3.4890 0.0 0.0 0.0


[3]
42
Properties=species:S:1:pos:R:3:forces:R:3 method="wB97M-V/def2-TZVPD" max_force_ha_per_bohr=0.065 de_lowest_kj_mol=237.2 homo_ev=-10.0 gap_ev=9.7264 charge=0
O 0.4831 -3.3330 2.5283 -1.5 -0.3 0.3
H 1.0611 -3.8470 3.0833 0.7 0.2 -0.2
H 0.8951 -2.7440 1.8873 0.8 -0.2 0.3
O 1.1771 -0.1590 3.1933 1.0 1.5 -0.1
H 1.6811 -0.7820 2.6543 -1.2 -0.4 0.4
H 0.3561 -0.4490 3.5843 0.1 -1.1 -0.3
O 1.7001 -1.6510 0.8053 2.9 0.1 0.5
H 1.4441 -2.0090 -0.0417 -1.5 -0.6 -1.4
H 2.6811 -1.7150 0.6293 -1.3 0.3 0.8
O 1.0051 2.5450 -1.6667 0.6 1.9 1.2
H 0.9801 3.3850 -1.1017 0.4 -1.9 -1.3
H 1.9401 2.2590 -1.7007 -0.6 0.3 0.2
O -1.6579 -1.6680 -2.1887 0.6 0.7 1.6
H -1.7819 -1.6040 -3.0947 0.3 1.1 -3.1
H -2.2439 -2.3790 -2.0617 -1.4 -1.6 1.4
O 1.2521 0.2060 -3.9187 -0.7 0.5 0.2
H 0.4611 0.7190 -3.6067 0.5 -0.6 -0.6
H 1.8301 0.2370 -3.1597 0.4 -0.2 0.2
O -1.0359 3.2650 0.6273 0.6 2.1 0.3
H -0.3959 3.9440 0.3383 -0.7 0.0 0.7
H -0.8079 2.5690 0.0483 0.2 -2.0 -0.8
O -1.3179 1.5860 3.4243 0.1 -0.3 0.5
H -0.8669 1.0820 2.7313 -0.2 0.2 0.2
H -1.1769 1.1070 4.2613 -0.1 0.3 -0.7
O 2.6061 0.9770 0.5053 1.8 -0.8 -2.1
H 3.2291 0.4520 1.0063 0.3 -0.1 0.0
H 2.1121 1.3740 1.1663 -1.9 1.3 2.1
O -0.9819 1.5440 -3.0917 -0.9 -0.1 -0.6
H -0.4159 2.1860 -2.6547 0.2 0.4 0.1
H -1.4669 2.0090 -3.7957 0.3 -0.2 0.5
O -3.3209 1.5640 0.9383 -0.4 -0.6 -0.4
H -2.8499 2.3790 1.0963 0.3 0.3 0.1
H -2.8919 1.1660 0.1673 -0.1 0.1 0.3
O -0.3099 0.3580 0.0373 -0.8 -0.2 1.0
H -0.0409 0.4530 -0.8607 0.3 0.1 -1.1
H 0.3681 -0.1920 0.4433 0.4 0.1 0.2
O 0.6471 -2.4990 -1.3647 1.5 1.2 0.7
H 0.6091 -3.4090 -1.5327 -0.1 -2.0 -0.4
H -0.1889 -2.1160 -1.6247 -1.0 0.4 -0.5
O -1.8869 -2.2170 0.9893 -1.1 -0.4 0.5
H -1.3719 -1.5410 0.5823 0.6 1.0 -0.6
H -1.5079 -3.0520 0.7363 0.4 -0.4 0.1